A.
# C4H13N3

A cluster of 2 separate species, C4H13N3 in total (wB97M-V/def2-TZVPD, the OMol25 dataset).

HOMO-LUMO gap = 10.4 eV
LUMO = -8.30 eV

```
! wB97M-V def2-TZVPD RIJCOSX def2/J DEFGRID3
* xyz 2 1
C 1.38124 -0.73094 1.01541
C -0.31890 -0.92204 -1.41016
C -1.10582 0.91844 0.18451
C 0.01967 0.22824 -0.53638
N 2.28014 0.02399 1.55246
N 1.14163 -1.97926 1.23498
N -1.84193 1.79952 -0.78729
H -1.13562 -1.52325 -1.01892
H -0.60324 -0.56445 -2.40566
H 0.54636 -1.55757 -1.59131
H -0.74585 1.54718 0.99986
H -1.81645 0.19239 0.58514
H 0.79895 0.88177 -0.91090
H 2.40127 0.99642 1.31048
H 2.94878 -0.34610 2.22732
H 0.42067 -2.48865 0.74070
H 1.70023 -2.52373 1.89226
H -2.25009 1.24461 -1.55422
H -1.20649 2.49995 -1.20139
H -2.61454 2.30350 -0.32690
*
```

Results of the Löwdin charge analysis, in e, for atoms 1 through 8: atom 1 (C): -0.18, atom 2 (C): -0.08, atom 3 (C): -0.14, atom 4 (C): -0.11, atom 5 (N): 0.20, atom 6 (N): 0.20, atom 7 (N): 0.22, atom 8 (H): 0.10

=====

B.
# C4H13N3

A structure of composition C4H13N3 (wB97M-V/def2-TZVPD, the OMol25 dataset).

HOMO-LUMO gap = 11.6 eV
LUMO = -8.41 eV

```
! wB97M-V def2-TZVPD RIJCOSX def2/J DEFGRID3
* xyz 2 1
C -2.48227 -0.24922 0.39945
C -0.65668 1.04208 0.11161
C 2.62916 0.44804 -0.16115
C 1.57915 -0.42241 0.35387
N -2.02965 0.93248 -0.08750
N -0.93452 -1.20888 -0.23143
N -0.08687 -0.14434 -0.50210
H -2.14051 -0.75258 1.36443
H -3.31577 -0.67502 -0.05350
H -0.39745 2.03378 -0.35953
H -0.39004 1.04151 1.13935
H 2.91397 0.40372 -1.27972
H 2.72446 1.56725 0.05869
H 3.47670 0.18895 0.34154
H 1.49506 -0.22000 1.49118
H 1.68311 -1.48459 0.17340
H -2.57049 1.41270 -0.80286
H -0.72374 -1.83246 0.44586
H -1.10262 -1.89027 -0.95112
H 0.32902 -0.19073 -1.45045
*
```

Results of the Löwdin charge analysis, in e, for atoms 1 through 8: atom 1 (C): 0.13, atom 2 (C): -0.15, atom 3 (C): -0.10, atom 4 (C): 0.01, atom 5 (N): 0.03, atom 6 (N): 0.11, atom 7 (N): -0.01, atom 8 (H): 0.17

=====

Calculated relative energies: A 0.0000; B 0.1425, given in hartree

=====

A.
# C4H13N3

A cluster of 2 separate species, C4H13N3 in total (wB97M-V/def2-TZVPD, the OMol25 dataset).

HOMO-LUMO gap (spin up / spin down) = 5.2 / 9.7 eV
LUMO (spin up / spin down) = -10.38 / -7.98 eV

```
! wB97M-V def2-TZVPD RIJCOSX def2/J DEFGRID3
* xyz 2 1
C 1.50756 0.81284 -0.24818
C -0.98434 0.56873 0.06614
C -3.37004 -1.85399 -0.31406
C -1.29625 2.00570 0.37534
N 0.18426 0.04615 -0.08791
N 2.67562 -0.31783 -0.35012
N 2.44729 -1.38749 0.57898
H 1.71115 1.33058 -1.14447
H 1.67625 1.43826 0.56584
H -3.12353 -2.64422 0.28898
H -4.40481 -1.53007 -0.15698
H -2.57452 -1.32123 -0.87782
H -1.93839 2.46365 -0.41597
H -0.41255 2.64898 0.19347
H -1.73795 2.00253 1.30929
H 0.21203 -0.95055 -0.12738
H 2.77509 -0.76033 -1.26300
H 3.59645 0.19284 -0.13363
H 2.53877 -1.12224 1.52340
H 3.10157 -2.17992 0.48981
*
```

Results of the Löwdin charge analysis, in e, for atoms 1 through 8: atom 1 (C): 0.06, atom 2 (C): 0.04, atom 3 (C): 0.35, atom 4 (C): -0.02, atom 5 (N): 0.06, atom 6 (N): 0.04, atom 7 (N): 0.08, atom 8 (H): 0.13

=====

B.
# C4H13N3

A cluster of 2 separate species, C4H13N3 in total (wB97M-V/def2-TZVPD, the OMol25 dataset).

HOMO-LUMO gap = 3.9 eV
LUMO = -12.51 eV

```
! wB97M-V def2-TZVPD RIJCOSX def2/J DEFGRID3
* xyz 2 1
C -1.69648 -0.48077 -0.10126
C -1.77793 -1.91443 0.23117
C -0.46822 1.65873 -0.18089
C 4.46556 0.47269 -0.06274
N -2.73044 0.05543 -0.73671
N -0.47546 0.20273 0.13325
N 0.72677 -0.33081 0.44832
H -2.83828 -2.19294 0.50095
H -1.52752 -2.67466 -0.50475
H -1.05103 -1.98926 1.15581
H 0.26157 2.20150 0.42668
H -1.41868 2.03021 0.15113
H -0.42495 1.94617 -1.32887
H 4.95561 1.15905 0.54406
H 3.43783 0.11330 0.28804
H 4.88293 0.10441 -0.95332
H -3.61576 -0.36015 -0.76970
H -2.66389 1.03444 -1.16096
H 0.86386 -1.26293 0.76951
H 1.09451 0.22729 1.15027
*
```

Results of the Löwdin charge analysis, in e, for atoms 1 through 8: atom 1 (C): -0.27, atom 2 (C): 0.02, atom 3 (C): 0.00, atom 4 (C): 0.69, atom 5 (N): 0.22, atom 6 (N): -0.17, atom 7 (N): 0.08, atom 8 (H): 0.13

=====

C.
# C4H13N3

A cluster of 2 separate species, C4H13N3 in total (wB97M-V/def2-TZVPD, the OMol25 dataset).

HOMO-LUMO gap = 8.9 eV
LUMO = -9.41 eV

```
! wB97M-V def2-TZVPD RIJCOSX def2/J DEFGRID3
* xyz 2 1
C -0.27314 0.30494 -0.19836
C -1.01786 0.06034 2.19449
C -1.80730 0.08969 -2.12258
C 1.94169 0.54630 0.33554
N -1.15648 0.17893 0.72969
N -0.50950 0.26588 -1.49310
N 2.40447 -0.84983 0.18767
H -0.03872 -0.22514 2.45996
H -1.29555 0.98610 2.64921
H -1.82666 -0.59938 2.48719
H -2.06983 0.34925 -3.15995
H -2.60237 0.75039 -1.63992
H -2.04722 -1.03453 -1.95828
H 2.48794 1.19977 -0.25761
H 1.74653 0.97424 1.27173
H -2.13936 -0.01104 0.39482
H 0.41386 0.63222 -1.93994
H 2.17189 -1.23391 -0.76033
H 2.16855 -1.53939 0.88199
H 3.44906 -0.84483 -0.06223
*
```

Results of the Löwdin charge analysis, in e, for atoms 1 through 8: atom 1 (C): -0.11, atom 2 (C): 0.02, atom 3 (C): -0.04, atom 4 (C): 0.14, atom 5 (N): 0.04, atom 6 (N): -0.03, atom 7 (N): 0.17, atom 8 (H): 0.07

=====

Calculated relative energies: A 0.1215; B 0.0543; C 0.0000, given in hartree